Entry 1:
{"formula": "C3H5N2", "method": "ωB97M-V/def2-TZVPD", "energy_ev": -6161.42082, "gap_ha": 0.35584, "spin_multiplicity": 1, "charge": 1, "e_lumo_ev": -6.038, "symbols": ["C", "C", "C", "N", "N", "H", "H", "H", "H", "H"], "xyz": [[0.18, 1.13, 1.61], [0.62, -0.29, -0.80], [-0.73, -0.33, -0.15], [1.53, 0.39, -0.31], [-0.71, 0.43, 1.10], [-1.02, -1.36, 0.06], [0.69, -0.91, -1.70], [-1.47, 0.10, -0.83], [2.49, 0.50, -0.63], [-1.58, 0.34, 1.64]]}

***

Entry 2:
{"formula": "C3H5N2", "method": "ωB97M-V/def2-TZVPD", "energy_ev": -6162.48701, "gap_ha": 0.46115, "spin_multiplicity": 1, "charge": 1, "e_lumo_ev": -4.888, "smiles": "N#[N+]C1CC1", "symbols": ["N", "N", "C", "C", "C", "H", "H", "H", "H", "H"], "xyz": [[-2.91, 0.04, -0.17], [-1.87, 0.00, 0.14], [-0.21, -0.08, 0.57], [0.76, -0.73, -0.32], [0.72, 0.78, -0.17], [-0.31, -0.20, 1.63], [0.47, -1.15, -1.27], [1.51, -1.31, 0.19], [1.45, 1.30, 0.43], [0.38, 1.35, -1.02]]}

***

Entry 3:
{"formula": "C3H5N2O", "method": "ωB97M-V/def2-TZVPD", "energy_ev": -8205.19287, "gap_ha": [0.26783, 0.32540], "spin_multiplicity": 1, "charge": 1, "e_lumo_ev": [-6.760, -5.296], "symbols": ["C", "C", "C", "N", "N", "O", "H", "H", "H", "H", "H"], "xyz": [[-1.46, 0.03, -0.04], [0.58, 0.07, 1.22], [0.56, 0.15, -1.05], [-0.79, -0.32, 1.05], [-0.73, 0.48, -1.14], [1.22, -0.18, -0.07], [0.44, 1.11, 1.47], [1.24, -0.38, 1.87], [1.37, -0.66, -2.97], [-1.17, -0.89, 1.69], [-1.26, 0.60, -2.03]]}

***

Entry 4:
{"formula": "C3H5N2O", "method": "ωB97M-V/def2-TZVPD", "energy_ev": -8201.48684, "gap_ha": [0.28292, 0.30680], "spin_multiplicity": 1, "charge": 1, "e_lumo_ev": [-7.754, -7.158], "symbols": ["C", "C", "C", "N", "N", "O", "H", "H", "H", "H", "H"], "xyz": [[1.11, -1.55, 0.48], [1.71, -2.56, 0.59], [-0.13, 0.35, -0.57], [0.25, 1.47, -1.18], [-0.80, 0.35, 0.54], [-1.42, -0.71, 1.11], [-1.00, -1.65, 1.16], [0.12, -0.53, -1.03], [1.11, 1.30, -1.68], [-0.03, 2.31, -0.55], [-0.93, 1.21, 1.12]]}

***

Entry 5:
{"formula": "C3H5N2O", "method": "ωB97M-V/def2-TZVPD", "energy_ev": -8210.76741, "gap_ha": 0.42072, "spin_multiplicity": 1, "charge": 1, "e_lumo_ev": -4.164, "symbols": ["C", "C", "C", "N", "N", "O", "H", "H", "H", "H", "H"], "xyz": [[1.02, -0.53, -0.04], [-1.83, -0.23, -0.04], [1.16, 0.79, -0.53], [1.26, -1.52, 0.47], [-2.53, 0.59, 0.48], [-1.04, -0.79, -0.68], [0.82, 1.44, 0.24], [0.32, 0.94, -1.34], [2.31, 0.94, -0.82], [1.67, -2.18, 1.05], [-3.15, 0.55, 1.19]]}

***

Entry 6:
{"formula": "C3H5N2O2S", "method": "ωB97M-V/def2-TZVPD", "energy_ev": -21102.19947, "gap_ha": 0.27097, "spin_multiplicity": 1, "charge": -1, "e_lumo_ev": 3.617, "smiles": "[O-]C1=NCCNSO1", "symbols": ["O", "C", "N", "C", "C", "N", "S", "O", "H", "H", "H", "H", "H"], "xyz": [[2.94, -1.24, 0.15], [1.78, -0.89, -0.04], [0.65, -1.45, 0.25], [-0.62, -0.90, -0.18], [-1.13, 0.45, 0.49], [-0.59, 1.68, -0.08], [1.08, 1.61, 0.20], [1.66, 0.44, -0.77], [-1.44, -1.77, 0.18], [-0.51, -0.75, -1.28], [-2.27, 0.65, 0.57], [-0.78, 0.37, 1.61], [-0.77, 1.80, -1.10]]}

***

Entry 7:
{"formula": "C3H5N2O3", "method": "ωB97M-V/def2-TZVPD", "energy_ev": -12312.68516, "gap_ha": [0.38135, 0.19586], "spin_multiplicity": 2, "e_lumo_ev": [0.553, -4.446], "symbols": ["O", "C", "N", "C", "O", "O", "C", "N", "H", "H", "H", "H", "H"], "xyz": [[1.02, 1.33, -1.07], [0.58, 0.43, -0.40], [1.23, -0.79, -0.28], [0.72, -2.10, 0.14], [-0.09, -2.06, 1.06], [1.23, -3.00, -0.51], [-0.70, 0.64, 0.45], [-1.43, 1.81, 0.12], [2.20, -0.82, -0.57], [-1.37, -0.20, 0.22], [-0.41, 0.39, 1.47], [-2.01, 1.66, -0.65], [-0.98, 2.71, 0.01]]}

***

Entry 8:
{"formula": "C3H5N2O5P", "method": "ωB97M-V/def2-TZVPD", "energy_ev": -25698.01311, "gap_ha": [0.26240, 0.25449], "spin_multiplicity": 1, "charge": -2, "e_lumo_ev": [6.097, 6.133], "symbols": ["C", "C", "C", "N", "N", "O", "O", "O", "O", "O", "P", "H", "H", "H", "H", "H"], "xyz": [[-1.40, 0.45, 1.34], [0.96, 0.56, 0.42], [0.76, -0.74, -0.32], [-0.30, 1.11, 0.64], [-1.55, -0.76, 1.01], [0.44, 0.41, -2.81], [0.46, -2.07, -2.55], [-1.99, 1.13, 2.21], [-1.65, -0.66, -1.62], [1.86, 0.38, 1.58], [-0.02, -0.75, -1.97], [1.51, 1.39, -0.19], [1.46, -1.62, -0.06], [-0.26, 2.12, 0.86], [-1.65, -0.62, -0.57], [1.36, -0.36, 2.04]]}

***

Entry 9:
{"formula": "C3H5N2OP", "method": "ωB97M-V/def2-TZVPD", "energy_ev": -17507.93324, "gap_ha": 0.33386, "spin_multiplicity": 1, "e_lumo_ev": 0.387, "smiles": "NP1N=CC=CO1", "symbols": ["N", "P", "N", "C", "C", "C", "O", "H", "H", "H", "H", "H"], "xyz": [[-1.98, -0.50, -0.80], [-0.73, -1.41, 0.08], [-0.65, -0.20, 1.23], [0.28, 0.71, 1.33], [1.41, 0.92, 0.40], [1.41, 0.10, -0.70], [0.71, -1.02, -0.88], [-2.18, -0.95, -1.68], [-2.83, -0.71, -0.19], [0.24, 1.26, 2.27], [2.17, 1.62, 0.46], [2.17, 0.17, -1.52]]}

***

Entry 10:
{"formula": "C3H5N2OS", "method": "ωB97M-V/def2-TZVPD", "energy_ev": -19045.52331, "gap_ha": 0.27240, "spin_multiplicity": 1, "charge": 1, "e_lumo_ev": -5.249, "symbols": ["C", "C", "C", "N", "N", "O", "S", "H", "H", "H", "H", "H"], "xyz": [[0.83, 0.98, -0.04], [3.23, 0.44, 0.10], [0.38, -0.25, 0.10], [2.25, 1.09, 0.51], [-1.03, -0.36, -0.24], [0.31, 1.97, -0.50], [4.30, -0.57, -0.18], [0.84, -1.15, 0.54], [2.42, 2.07, 0.61], [-1.57, 0.59, -0.41], [-1.45, -0.96, 0.48], [-1.29, -0.85, -1.16]]}

***

Entry 11:
{"formula": "C3H5N2S2", "method": "ωB97M-V/def2-TZVPD", "energy_ev": -27832.43915, "gap_ha": [0.18729, 0.18732], "spin_multiplicity": 1, "charge": 1, "e_lumo_ev": [-8.332, -8.331], "symbols": ["C", "C", "C", "N", "N", "S", "S", "H", "H", "H", "H", "H"], "xyz": [[0.97, -0.39, -0.16], [-1.15, -0.97, 0.01], [-1.04, 0.60, -0.09], [0.20, -1.41, 0.01], [0.35, 0.82, -0.24], [2.79, -0.73, -0.07], [3.51, 1.03, 0.03], [-1.66, -1.09, 0.91], [-1.61, -1.73, -0.69], [-1.74, 1.14, -0.70], [-1.19, 1.00, 0.88], [0.59, 1.73, 0.10]]}

***

Entry 12:
{"formula": "C3H5N3", "method": "ωB97M-V/def2-TZVPD", "energy_ev": -7661.21565, "gap_ha": 0.38864, "spin_multiplicity": 1, "e_lumo_ev": 0.851, "smiles": "Cn1ccnn1", "symbols": ["C", "N", "C", "C", "N", "N", "H", "H", "H", "H", "H"], "xyz": [[0.53, -1.43, 0.67], [0.27, -0.15, 0.04], [-0.89, 0.34, -0.44], [-0.60, 1.66, -0.74], [0.70, 1.88, -0.44], [1.22, 0.79, 0.04], [1.33, -1.98, 0.18], [0.85, -1.21, 1.69], [-0.38, -2.04, 0.69], [-1.77, -0.26, -0.53], [-1.26, 2.41, -1.17]]}

***

Entry 13:
{"formula": "C3H5N3", "method": "ωB97M-V/def2-TZVPD", "energy_ev": -7652.76007, "gap_ha": [0.23901, 0.23919], "spin_multiplicity": 1, "e_lumo_ev": [-2.585, -2.585], "symbols": ["N", "C", "C", "N", "N", "C", "H", "H", "H", "H", "H"], "xyz": [[0.19, 0.81, -1.69], [0.22, -0.02, -0.66], [-0.84, -0.83, -0.06], [-0.33, -1.46, 0.99], [1.05, -1.12, 1.17], [1.36, -0.30, 0.22], [-0.35, 2.18, 0.29], [-0.75, 0.96, -2.05], [-1.89, -0.87, -0.31], [-1.03, 0.56, 1.98], [2.36, 0.11, 0.12]]}

***

Entry 14:
{"formula": "C3H5N3", "method": "ωB97M-V/def2-TZVPD", "energy_ev": -7658.74434, "gap_ha": 0.34769, "spin_multiplicity": 1, "e_lumo_ev": 1.006, "smiles": "Nc1cc[nH]n1", "symbols": ["N", "C", "C", "C", "N", "N", "H", "H", "H", "H", "H"], "xyz": [[1.71, -0.24, 1.02], [0.57, 0.04, 0.25], [-0.53, -0.49, 0.85], [-1.68, -0.05, -0.48], [-0.83, 0.62, -1.25], [0.47, 0.69, -0.92], [2.38, -0.87, 0.62], [2.10, 0.50, 1.58], [-0.42, -1.45, 1.40], [-2.71, 0.10, -0.97], [-1.06, 1.14, -2.10]]}

***

Entry 15:
{"formula": "C3H5N3", "method": "ωB97M-V/def2-TZVPD", "energy_ev": -7658.14610, "gap_ha": 0.32319, "spin_multiplicity": 1, "e_lumo_ev": 0.794, "symbols": ["C", "N", "C", "C", "N", "N", "H", "H", "H", "H", "H"], "xyz": [[-1.80, -0.02, 0.01], [-0.39, -0.43, -0.15], [0.55, 0.68, 0.19], [1.78, 0.25, 0.23], [2.77, -0.47, 0.24], [-0.04, -1.55, -0.45], [-2.39, -0.84, -0.38], [-2.00, 0.13, 1.08], [-2.00, 0.91, -0.54], [0.22, 1.68, 0.38], [3.30, -0.33, -0.61]]}

***

Entry 16:
{"formula": "C3H5N3", "method": "ωB97M-V/def2-TZVPD", "energy_ev": -7658.95817, "gap_ha": 0.32524, "spin_multiplicity": 1, "e_lumo_ev": 0.477, "smiles": "[H]/N=N/C=C=CN", "symbols": ["H", "N", "N", "C", "C", "C", "N", "H", "H", "H", "H"], "xyz": [[-1.84, -2.15, -0.96], [-1.34, -1.39, -0.47], [-2.05, -0.38, -0.59], [-1.45, 0.81, -0.04], [-0.15, 0.95, 0.08], [1.08, 0.49, -0.12], [1.89, -0.17, 0.75], [-2.17, 1.59, 0.15], [1.53, 0.68, -1.09], [1.60, -0.27, 1.71], [2.89, -0.16, 0.60]]}

***

Entry 17:
{"formula": "C3H5N3", "method": "ωB97M-V/def2-TZVPD", "energy_ev": -7657.14919, "gap_ha": 0.30724, "spin_multiplicity": 1, "e_lumo_ev": 0.115, "symbols": ["C", "C", "N", "N", "N", "C", "H", "H", "H", "H", "H"], "xyz": [[1.63, 0.47, 0.60], [0.08, 0.21, 0.08], [0.26, 1.41, -0.15], [-2.14, 0.11, -1.18], [-1.81, -0.98, -0.64], [-0.61, -0.97, 0.05], [1.55, -0.10, 1.53], [2.28, 0.01, -0.15], [1.99, 1.47, 0.87], [-3.04, -0.06, -1.64], [-0.26, -1.88, 0.52]]}

***

Entry 18:
{"formula": "C3H5N3", "method": "ωB97M-V/def2-TZVPD", "energy_ev": -7658.47832, "gap_ha": 0.40060, "spin_multiplicity": 1, "e_lumo_ev": 1.136, "symbols": ["C", "C", "C", "N", "N", "N", "H", "H", "H", "H", "H"], "xyz": [[-1.93, 0.07, 0.04], [-0.65, 0.72, -0.23], [0.36, 1.34, -0.48], [2.49, -0.54, -0.22], [1.55, -1.19, 0.26], [0.61, -1.75, 0.54], [-2.10, -0.77, -0.64], [-2.73, 0.80, -0.12], [-1.99, -0.30, 1.06], [1.24, 1.88, -0.73], [3.14, -0.26, 0.50]]}

***

Entry 19:
{"formula": "C3H5N3", "method": "ωB97M-V/def2-TZVPD", "energy_ev": -7659.00692, "gap_ha": [0.28659, 0.28643], "spin_multiplicity": 1, "e_lumo_ev": [0.061, 0.060], "symbols": ["N", "C", "C", "N", "C", "N", "H", "H", "H", "H", "H"], "xyz": [[-1.20, 1.82, 0.63], [-0.52, 0.96, 0.00], [-0.65, -1.43, -0.27], [0.67, -1.50, -0.42], [1.39, -0.45, -0.13], [0.84, 0.75, 0.15], [-2.12, 1.92, 0.20], [-1.15, -0.99, 0.57], [-1.20, -2.26, -0.74], [2.47, -0.51, -0.16], [1.46, 1.56, 0.14]]}

***

Entry 20:
{"formula": "C3H5N3", "method": "ωB97M-V/def2-TZVPD", "energy_ev": -7658.22109, "gap_ha": [0.34005, 0.34003], "spin_multiplicity": 1, "e_lumo_ev": [0.819, 0.818], "symbols": ["C", "N", "C", "C", "N", "N", "H", "H", "H", "H", "H"], "xyz": [[-1.60, 0.10, 0.23], [-0.25, 0.35, -0.24], [0.80, 0.83, 0.50], [1.91, 0.17, 0.40], [1.64, -1.21, -0.48], [0.57, -1.38, -0.88], [-2.13, -0.43, -0.57], [-1.58, -0.54, 1.12], [-2.09, 1.04, 0.45], [-0.24, 0.78, -1.16], [2.96, 0.28, 0.64]]}